DFT (ωB97M-V/def2-TZVPD) results for 6 unconnected molecules or ions with the total composition C31H47N3O24P2S6 at a distorted geometry.

Gap between HOMO and LUMO in eV: 7.32
Spin multiplicity: 1
E_tot in eV: -170102.677
E_LUMO in Ha: -0.02012
SMILES string: CNCc1nc2c(P(O)O)c(OC[C@H](C)O)c([PH2]=S)cc2nc1Cc1ccc(C)cc1.O=S1(=O)OCCO1.O=S1(=O)OCCO1.O=S1(=O)OCCO1.O=S1(=O)OCCO1.O=S1(=O)OCCO1

XYZ file:
```
113
Properties=species:S:1:pos:R:3:forces:R:3:lowdin_charge:R:1
S 5.5617 6.2998 3.8588 -0.11 -0.45 0.01 0.602
S 6.3643 0.4682 -0.8052 0.03 -0.08 0.04 0.123
S -10.9764 -2.5640 -9.2443 -0.92 0.23 -0.26 0.609
S -6.5008 -2.8666 -5.6655 -0.23 -0.05 -0.45 0.636
S -2.2019 -3.5695 -5.6263 0.09 0.08 -0.22 0.608
S 6.7042 2.5297 7.9328 -0.08 0.46 0.49 0.621
P 3.6697 -0.7317 5.7131 0.94 -1.85 -0.21 0.905
P 6.6856 0.5572 1.1162 -0.29 0.36 -1.37 0.406
O 7.8499 2.0031 7.2802 -0.16 -0.11 -0.20 -0.211
O 2.1616 -0.6822 6.3271 0.09 1.21 0.05 -0.264
O 6.4655 4.0265 7.3995 0.42 -0.19 0.12 -0.208
O 6.1416 6.8629 2.6951 0.10 0.17 0.13 -0.213
O -7.2729 -1.6476 -6.3808 -0.18 -0.34 0.35 -0.179
O 4.1769 5.5932 3.4675 0.09 0.03 0.30 -0.180
O -0.9675 -2.6896 -6.1764 -0.38 0.07 -0.16 -0.197
O -5.1494 -2.8750 -6.0975 -1.77 -0.19 -0.58 -0.241
O 7.0860 2.9099 9.4457 -0.31 0.02 -0.25 -0.179
O 6.3734 4.9729 4.2393 -0.09 0.09 -0.41 -0.183
O -3.2026 -2.6966 -5.1460 1.80 0.04 0.94 -0.242
O -9.9265 -1.8387 -9.8647 0.21 -0.32 -0.04 -0.208
O -11.8148 -1.5567 -8.3235 -0.04 -0.43 0.02 -0.182
O -12.1114 -2.8441 -10.3377 0.24 0.33 0.06 -0.178
O -10.7491 -3.7546 -8.5069 0.04 0.17 -0.12 -0.214
O -2.6716 -4.1635 -7.0445 0.43 -0.12 0.16 -0.186
O 4.4670 0.4099 6.5926 -1.81 -1.01 -1.39 -0.292
O 5.9246 -0.7246 4.0076 -0.14 0.09 -0.23 -0.109
O -7.2798 -4.0662 -6.4027 0.29 0.40 -0.07 -0.178
O -1.6831 -4.6413 -4.8517 -0.17 -0.02 0.07 -0.216
O 5.8876 -3.8618 2.0864 0.36 0.27 -0.03 -0.055
O 5.4643 1.8365 7.9292 1.11 0.99 0.89 -0.230
O -6.8471 -2.8661 -4.2903 0.15 0.10 0.04 -0.210
O 5.3530 7.0609 5.0396 -0.01 0.20 -0.08 -0.226
N -1.7491 0.3597 3.8244 -0.60 0.66 0.20 -0.093
N 1.8013 1.8489 1.3608 -0.49 -0.33 1.35 0.214
N 1.3801 0.8108 4.0204 -0.09 0.52 -1.10 0.196
C -3.1874 0.7032 3.8548 -0.18 -0.06 -0.20 -0.124
C -1.1484 -1.1097 -3.3506 0.73 0.66 0.70 -0.053
C 5.1191 0.5254 2.0617 -0.14 -0.39 0.92 -0.321
C -0.5952 2.1409 -1.3807 -0.03 -0.58 0.16 -0.031
C -0.9074 1.5573 3.9928 0.55 0.11 0.96 -0.188
C 5.2143 -2.9558 2.9894 -0.11 -1.08 -0.02 -0.379
C -0.7589 1.2321 -2.4264 -0.04 0.15 -0.23 -0.047
C 6.3151 -1.9781 3.4274 0.25 -0.67 0.08 -0.141
C -0.6516 -3.0930 -7.5106 0.26 -0.42 -0.09 -0.168
C -12.9759 -1.1098 -9.0370 -0.02 0.39 -0.39 -0.157
C 2.5722 0.7038 3.3701 0.91 -0.57 0.59 -0.194
C 2.7664 1.2279 2.0941 1.08 0.23 -1.39 -0.206
C 4.6759 -3.8469 4.1250 -0.17 -0.06 -0.86 -0.049
C -0.4873 2.5389 1.1658 0.14 -0.98 -0.64 -0.065
C -13.3606 -2.2888 -9.9046 -0.38 -0.19 0.30 -0.157
C -1.0077 -0.1155 -2.1999 -0.25 -1.03 -0.09 -0.265
C 4.0552 1.1361 1.4632 -0.18 0.09 0.09 -0.048
C -0.9327 0.3045 0.1539 -0.16 -0.36 -0.12 -0.039
C -0.6741 1.6557 -0.0814 -0.09 0.30 0.53 -0.232
C 4.3435 4.1692 3.4104 0.31 -0.30 -0.28 -0.154
C 3.6875 0.0339 4.0008 -0.79 0.73 0.67 -0.158
C -1.9808 -3.5060 -8.1078 -0.14 0.40 -0.21 -0.166
C -1.1041 -0.6007 -0.8906 0.28 1.12 0.17 -0.028
C 5.4551 3.8845 4.3988 -0.38 -0.21 0.42 -0.164
C -7.9843 -2.1428 -7.5219 0.34 -0.05 -0.39 -0.177
C 4.8960 -0.0596 3.3647 0.16 0.04 -0.66 -0.325
C 0.4434 1.4069 3.3153 -0.43 0.02 0.13 -0.177
C 0.6419 1.9057 1.9781 -0.26 0.70 -0.37 -0.196
C 7.2544 4.3281 9.5694 0.40 0.28 -0.10 -0.159
C 6.3452 4.9199 8.5132 -0.41 0.12 0.32 -0.153
C -8.3944 -3.5473 -7.1443 -0.19 0.01 0.37 -0.187
H -8.8304 -1.5045 -7.7456 0.11 0.20 0.24 0.108
H -1.4094 2.4785 3.6902 -0.06 -0.30 -0.25 0.103
H -0.2236 3.5614 0.8816 -0.06 -0.11 0.12 0.123
H -1.6228 -0.1662 4.6825 0.37 -0.36 -0.37 0.097
H -1.2804 -1.6474 -0.6630 -0.05 0.09 -0.22 0.111
H 4.3931 -2.5146 2.4131 0.11 0.45 0.41 0.146
H -3.7741 -0.0619 3.3363 0.13 0.01 0.17 0.075
H 5.3025 4.9208 8.8383 0.02 0.03 0.03 0.137
H -0.3935 3.1933 -1.5589 -0.01 -0.14 -0.06 0.110
H -0.6916 1.5546 -3.4648 0.01 0.11 0.20 0.114
H 5.3500 0.4909 6.2090 0.04 -0.04 0.19 0.042
H -8.5958 -4.1652 -8.0089 0.26 -0.19 0.11 0.118
H 6.9924 4.6537 10.5727 -0.08 -0.24 0.04 0.136
H -1.4439 2.5130 1.6868 0.20 0.29 0.14 0.097
H -0.1833 -2.2768 -8.0546 -0.05 0.14 0.20 0.134
H -13.7629 -0.8243 -8.3448 0.17 -0.10 0.20 0.138
H 3.9144 -3.3554 4.7267 0.31 -0.02 0.20 0.025
H -13.8926 -3.0501 -9.3308 -0.01 0.03 0.00 0.136
H -0.6853 1.7109 5.0618 0.05 0.01 -0.20 0.123
H 8.3015 4.5668 9.3719 -0.02 0.03 0.00 0.135
H -3.3859 1.6451 3.3330 0.16 -0.12 0.04 0.071
H 7.5818 -0.4441 1.5123 -0.15 0.30 0.53 -0.027
H 4.2339 -4.7168 3.6233 -0.11 0.15 0.20 0.080
H 5.9498 2.9348 4.2063 0.21 0.13 -0.07 0.133
H -1.9709 -0.8396 -4.0119 0.12 -0.20 -0.01 0.073
H 0.0395 -3.9379 -7.4575 -0.01 0.00 -0.07 0.133
H -13.9621 -1.9959 -10.7610 0.21 -0.06 -0.14 0.138
H 3.4228 3.6565 3.6797 -0.12 0.26 0.02 0.131
H -7.2996 -2.1469 -8.3731 -0.09 0.01 -0.05 0.139
H -1.8638 -4.1779 -8.9547 -0.09 -0.16 0.14 0.134
H -9.2672 -3.5420 -6.4909 0.00 -0.04 -0.02 0.131
H -1.2717 -2.1089 -2.9275 -0.27 0.06 -0.27 0.074
H -1.0119 -0.0593 1.1796 0.03 0.13 -0.12 0.104
H 4.1844 1.5699 0.4732 -0.22 -0.08 0.11 0.082
H -3.5687 0.8032 4.8816 -0.01 0.06 -0.18 0.077
H -12.6923 -0.2453 -9.6409 -0.04 -0.01 -0.01 0.136
H 4.6325 3.8907 2.3947 -0.04 0.02 -0.01 0.129
H 5.5139 -4.2368 4.7099 -0.18 0.26 0.17 0.087
H 5.0878 3.8992 5.4261 -0.05 -0.08 -0.06 0.119
H 7.0023 -1.8780 2.5813 -0.30 0.34 0.05 0.082
H 6.9010 -2.4907 4.1981 -0.12 0.25 0.02 0.139
H 6.6349 5.9273 8.2269 0.06 -0.11 -0.26 0.141
H 7.3195 1.7875 1.4041 -0.02 -0.33 0.57 -0.017
H -0.1916 -1.1117 -3.8875 -0.32 -0.04 -0.24 0.086
H 1.7093 -1.5208 6.1975 0.24 -0.07 0.03 0.049
H -2.5687 -2.6367 -8.4120 0.03 0.01 -0.01 0.135
H 5.3280 -4.0325 1.3241 0.01 0.06 0.06 0.095
```
Forces are in eV/Å.